[1]
One molecule with the formula C4H5ClN2 in a non-equilibrium geometry, computed with ωB97M-V/def2-TZVPD.

```
12
Properties=species:S:1:pos:R:3:forces:R:3
C 0.344664 -1.117446 -0.360501 -0.828 -1.440 0.464
C 0.670169 -2.487973 -0.639544 -0.056 -0.209 -1.509
C -1.000936 -0.525674 -0.097709 2.042 -0.130 -0.211
C -0.868841 0.932218 0.334143 2.067 -1.158 0.328
N -2.084481 -1.084470 -0.283488 -0.920 -0.525 -0.058
N -0.168895 -3.512025 -0.555622 -0.421 2.772 1.008
Cl 0.445329 -4.953207 -1.021985 0.602 -1.230 -0.560
H 1.083877 -0.362922 -0.133234 0.678 -0.621 -0.594
H 1.605955 -2.714134 -1.209874 -0.193 0.509 1.070
H 0.243282 1.131754 0.493922 -1.599 0.064 -0.260
H -1.218873 1.485557 -0.509740 -0.612 1.023 0.161
H -1.320057 0.961026 1.306368 -0.759 0.947 0.160
```
Positions in Å, forces in eV/Å.

As for the HOMO energy (alpha / beta): -9.4 / -8.9 eV. As for the charge: 0. The total energy comes out at -724.94099 a.u. As for the frontier orbital gap (alpha / beta): 7.5 / 8.5 eV. The calculation puts the energy relative to the best compared isomer or geometry (same formula, charge and spin) at 511.0 kJ/mol.

Atomic partial charges in e from the Mulliken method, atoms 1 to 6: C -0.33; C -0.10; C 0.79; C -0.94; N -0.53; N -0.27


[2]
C13H29Cs3N3O15S3 as an isolated structure in a non-equilibrium geometry, computed with ωB97M-V/def2-TZVPD.

```
66
Properties=species:S:1:pos:R:3:forces:R:3
Cs 4.486945 9.659787 -8.375675 -0.298 0.364 -0.099
Cs 2.116825 6.517959 -5.577259 -0.681 -0.331 -0.016
Cs 4.305351 9.523852 -3.687983 0.024 0.472 0.548
S 1.795382 10.008206 -5.976033 -3.025 2.539 -1.167
O 2.997110 10.834880 -5.831977 1.614 -0.058 -0.534
O 1.581763 9.319493 -4.702804 0.462 -1.601 1.235
O 0.628866 10.816009 -6.341952 0.193 0.417 0.643
O 1.914391 9.039407 -7.062378 1.681 -2.212 -1.186
C -0.700366 12.844868 -3.586550 0.072 -1.484 -1.227
C 0.747651 13.186292 -3.362405 0.535 2.276 0.705
O 1.134538 13.798958 -2.371967 -0.276 -0.594 0.323
N 1.608794 13.053068 -4.409708 -0.241 -1.284 -0.403
C 2.929486 13.603734 -4.481065 0.636 0.905 -1.033
H -1.110213 12.088476 -2.915331 0.093 0.752 0.319
H -0.759210 12.316488 -4.539064 -0.006 0.188 -0.302
H -1.358535 13.703775 -3.679067 0.275 0.200 0.366
H 1.333034 12.461045 -5.178766 -0.217 0.136 -0.078
H 3.787679 12.927406 -4.624331 -0.465 -0.537 0.764
H 3.134206 14.327856 -3.698423 -0.201 -0.235 0.219
H 3.017632 14.142575 -5.433932 -0.263 0.300 0.116
C 0.622497 10.735477 -10.159301 -0.377 0.184 0.452
C 0.387863 12.222981 -10.157146 -1.921 1.021 -0.647
O 0.150477 12.831285 -11.190974 0.636 -0.275 -0.080
N 0.315335 12.836067 -8.961284 0.097 -0.153 0.418
C -0.007254 14.246499 -8.796385 0.626 0.469 0.818
H 0.086596 10.206886 -9.369366 0.332 0.299 0.462
H 1.699500 10.694823 -9.994949 0.091 -0.932 -0.419
H 0.187226 10.329248 -11.068675 0.835 0.077 -0.380
H 0.357381 12.244227 -8.144109 0.014 0.153 0.188
H -0.401353 14.399804 -7.794640 -0.347 -0.250 0.033
H -0.693869 14.690717 -9.510777 -0.068 -0.587 -0.249
H 0.891786 14.869611 -8.781298 0.131 -0.127 -0.391
C -1.915390 8.442764 -3.974098 0.936 -0.154 -0.151
C -1.541198 9.356801 -2.839305 -2.358 1.423 0.655
O -2.445158 9.847456 -2.153840 0.475 -0.532 0.020
N -0.274905 9.765052 -2.690681 1.000 -0.927 0.236
C 0.137594 10.595515 -1.573977 -0.037 0.303 0.173
H -1.276232 7.561168 -3.874309 -0.063 -0.100 -0.640
H -1.749243 9.008138 -4.895346 0.420 -0.433 -0.151
H -2.956130 8.137403 -3.992136 -0.039 0.119 0.528
H 0.410366 9.536239 -3.405269 -0.283 0.031 0.226
H 1.039342 11.130153 -1.874437 -0.241 0.289 0.035
H 0.376863 10.118048 -0.619130 -0.109 -0.741 -0.297
H -0.681397 11.267900 -1.324226 0.308 0.201 -0.039
C -4.417859 10.672121 -5.407194 -0.467 -1.863 1.003
C -3.044049 11.269784 -5.364836 0.277 0.652 0.236
O -3.293378 12.663103 -5.141728 -0.557 0.958 -0.443
S -4.654861 13.123787 -5.961495 1.996 -1.213 0.379
O -4.323802 13.242158 -7.343041 -0.220 -0.270 0.154
O -5.267631 14.217737 -5.302476 -0.099 -0.827 0.210
O -5.336876 11.692065 -5.668572 -1.383 1.604 -0.930
H -4.717846 10.260791 -4.437417 0.286 0.275 0.161
H -4.518729 9.801499 -6.062034 -0.025 0.514 -0.596
H -2.451262 11.133971 -6.270683 -0.050 0.036 -0.083
H -2.511393 10.893080 -4.494605 0.036 0.282 -0.151
C -1.181170 8.029027 -7.706580 -0.170 -0.706 0.760
C -0.450811 7.224095 -8.786320 1.651 0.454 -0.238
O -0.812307 5.847308 -8.667345 -0.589 -0.842 0.536
S -1.720789 5.591801 -7.384411 -1.602 1.769 0.170
O -0.896021 5.424128 -6.206874 -0.104 -0.065 -0.938
O -2.803783 4.697371 -7.670371 1.628 1.116 0.360
O -2.277243 7.172298 -7.354478 -0.269 -1.709 -0.049
H -1.523005 9.031748 -7.952113 -0.299 -0.265 -0.476
H -0.616612 8.155929 -6.782442 0.555 0.002 -0.233
H 0.627894 7.251837 -8.607339 -0.032 0.312 0.008
H -0.583563 7.491162 -9.833019 -0.530 0.213 0.166
```
Positions in Å, forces in eV/Å.

As for the HOMO energy: -11.0 eV. As for the charge: +1. The total energy comes out at -3060.46724 a.u. As for the frontier orbital gap: 6.5 eV. The calculation puts the energy relative to the best compared isomer or geometry (same formula, charge and spin) at 126.9 kJ/mol.

Atomic partial charges in e from the Mulliken method, atoms 1 to 6: Cs 1.08; Cs 1.16; Cs 1.07; S 1.80; O -1.01; O -1.57


[3]
One molecule with the formula C5H12NOS in a non-equilibrium geometry, computed with ωB97M-V/def2-TZVPD.

```
20
Properties=species:S:1:pos:R:3:forces:R:3
O 3.041414 1.849224 -1.058066 3.328 -0.272 -3.345
C 2.260786 2.029326 -0.169720 -0.600 0.853 3.008
C 0.955728 1.394613 -0.313682 -3.263 -0.548 -1.579
C 0.300542 0.772260 0.922786 2.138 2.856 1.398
C -1.051402 0.191625 0.856584 0.632 -3.161 3.391
S -1.060412 -1.037043 -0.492894 1.051 -2.588 -2.050
C -2.036818 -2.473993 0.052385 -1.146 -1.384 1.356
N 0.879884 0.304871 -1.395323 1.099 -0.566 3.947
H 2.506847 2.860886 0.584154 -1.031 -1.010 -0.371
H 0.243301 2.132261 -0.736656 -0.351 0.381 0.113
H 0.318276 1.572486 1.753972 -0.144 -1.091 -1.098
H 1.075340 0.082685 1.211984 -0.037 -0.869 0.574
H -1.844085 0.933640 0.856903 -0.365 -0.431 -0.906
H -1.163888 -0.511875 1.878274 0.076 1.836 -2.377
H -3.013518 -2.101526 0.308755 -0.529 0.173 0.166
H -1.802537 -3.270849 0.841295 0.596 1.816 -0.527
H -2.204170 -3.125586 -0.801043 0.202 0.420 -0.632
H 0.732461 0.524852 -2.333730 -0.117 1.291 -1.555
H 0.070932 -1.966595 -0.658573 -1.358 2.326 0.847
H 1.791323 -0.161255 -1.307402 -0.181 -0.032 -0.361
```
Positions in Å, forces in eV/Å.

As for the HOMO energy (alpha / beta): -2.8 / -7.9 eV. The spin multiplicity is 2. As for the charge: 0. The total energy comes out at -725.63045 a.u. As for the frontier orbital gap (alpha / beta): 2.3 / 7.3 eV. The calculation puts the energy relative to the best compared isomer or geometry (same formula, charge and spin) at 500.2 kJ/mol.

Atomic partial charges in e from the Mulliken method, atoms 1 to 6: O -0.49; C -0.70; C 0.67; C -1.31; C -0.43; S -0.09